(1)
{
  "formula": "C3H3O2S",
  "method": "wB97M-V/def2-TZVPD",
  "species": ["C", "C", "C", "O", "O", "S", "H", "H", "H"],
  "positions_angstrom": [[-0.389, -1.040, -0.526], [0.200, -0.060, -0.078], [1.133, 0.695, 0.716], [2.363, -1.567, -0.233], [3.429, 0.744, -0.745], [2.682, 0.044, 0.382], [-0.900, -1.941, -0.619], [1.514, -1.605, -0.489], [1.167, 1.750, 0.493]],
  "atomic_forces_ev_per_a": [[0.43, 1.70, 0.08], [-0.57, -0.65, 1.10], [-1.61, -0.73, -1.80], [5.64, 1.69, 2.53], [-1.36, -0.53, 1.18], [3.26, -1.04, -1.27], [-0.69, -0.72, -0.28], [-5.22, -0.10, -1.67], [0.11, 0.38, 0.13]],
  "nbo_charge": [-0.505, 0.027, -0.924, -0.903, -1.006, 1.404, 0.214, 0.470, 0.222],
  "e_tot_ha": -664.67820,
  "charge": -1,
  "homo_lumo_gap_ha": 0.2652
}

=====

(2)
{
  "formula": "C3H3O2S",
  "method": "wB97M-V/def2-TZVPD",
  "species": ["C", "C", "C", "O", "O", "S", "H", "H", "H"],
  "positions_angstrom": [[-0.160, -0.269, 0.479], [-0.238, -1.287, -0.578], [0.517, 1.007, 0.082], [-0.501, -0.511, 1.856], [0.194, -2.386, -0.868], [-1.644, -0.458, -1.066], [1.547, 0.888, -0.180], [-0.192, 1.355, -0.725], [0.476, 1.661, 1.001]],
  "atomic_forces_ev_per_a": [[-0.33, -1.67, 6.75], [-0.93, -1.17, 0.51], [-1.93, 1.46, 1.14], [1.73, 1.09, -6.69], [0.65, 0.56, 0.17], [-1.46, -0.06, -1.03], [0.59, -0.22, -0.52], [1.71, 0.42, 0.73], [-0.04, -0.40, -1.05]],
  "nbo_charge": [0.349, 0.304, -0.711, -0.750, -0.596, -0.272, 0.207, 0.249, 0.220],
  "e_tot_ha": -664.77355,
  "charge": -1,
  "smiles": "C[C@@]1([O-])SC1=O",
  "homo_lumo_gap_ha": 0.2796
}

=====

(3)
{
  "formula": "C3H3O2S",
  "method": "wB97M-V/def2-TZVPD",
  "species": ["C", "C", "C", "O", "O", "S", "H", "H", "H"],
  "positions_angstrom": [[-1.967, -0.480, 0.178], [-0.852, 0.001, -0.113], [2.406, 0.419, 0.027], [1.989, 1.508, -0.207], [3.358, -0.261, 0.202], [0.725, -0.863, -0.131], [-2.826, 0.212, 0.076], [-2.133, -1.524, 0.151], [-0.700, 0.988, -0.184]],
  "atomic_forces_ev_per_a": [[-5.81, -0.87, -0.15], [6.75, -1.06, -0.04], [-1.64, -0.12, -0.81], [0.22, 1.80, 0.13], [1.17, -0.75, 0.47], [-0.92, -1.10, 0.00], [0.19, -0.66, 0.43], [-0.37, -1.02, 0.48], [0.41, 3.79, -0.50]],
  "nbo_charge": [-0.497, -0.269, 0.892, -0.689, -0.666, -0.307, 0.171, 0.183, 0.182],
  "e_tot_ha": -664.81761,
  "charge": -1,
  "smiles": "C=CSC(=O)[O-]",
  "homo_lumo_gap_ha": 0.2852
}

=====

(4)
{
  "formula": "C3H3O2Sn",
  "method": "wB97M-V/def2-TZVPD",
  "species": ["O", "Sn", "O", "C", "C", "C", "H", "H", "H"],
  "positions_angstrom": [[-0.955, -0.700, -0.253], [1.281, 2.461, 0.830], [0.356, 0.985, 0.444], [-0.695, 0.558, 0.008], [-2.342, -0.623, 0.071], [-2.329, 0.775, 0.483], [-3.008, -1.179, -0.586], [-2.395, 1.009, 1.551], [-2.847, 1.499, -0.158]],
  "atomic_forces_ev_per_a": [[-0.14, -0.15, -0.02], [4.23, 5.86, 1.67], [0.53, -3.77, -0.89], [-7.68, -2.13, 1.14], [0.89, -0.44, -1.52], [2.42, 1.14, -0.88], [0.02, -0.21, 0.43], [0.05, -0.02, -0.19], [-0.32, -0.27, 0.27]],
  "mulliken_spin": [-0.106, 0.010, 0.048, 0.291, 0.710, 0.007, 0.026, 0.006, 0.008],
  "multiplicity": 2,
  "e_tot_ha": -480.02297,
  "charge": 2,
  "homo_lumo_gap_ha": [0.2534, 0.3703]
}

=====

(5)
{
  "formula": "C3H3O2Y",
  "method": "wB97M-V/def2-TZVPD",
  "species": ["C", "C", "H", "H", "H", "O", "C", "Y", "O"],
  "positions_angstrom": [[-1.725, -0.748, 0.060], [-0.505, -0.045, 0.157], [-1.752, -1.844, 0.203], [-2.719, -0.273, 0.154], [-1.321, -0.569, -1.033], [2.751, -0.767, 0.183], [2.788, 0.441, 0.118], [0.084, 2.255, 0.055], [2.399, 1.549, 0.102]],
  "atomic_forces_ev_per_a": [[0.65, -0.49, 0.58], [-1.44, 1.74, -0.33], [0.11, 0.39, -0.04], [0.48, -0.05, -0.14], [0.03, -0.05, -0.26], [1.54, 6.40, -0.49], [-2.00, -7.97, 0.69], [0.48, -1.54, 0.24], [0.15, 1.57, -0.25]],
  "nbo_charge": [-0.643, -0.427, 0.296, 0.278, 0.339, -0.350, 1.100, 2.102, -0.695],
  "e_tot_ha": -304.05955,
  "charge": 2,
  "homo_lumo_gap_ha": [0.2494, 0.2154]
}

=====

(6)
{
  "formula": "C3H3O2Yb",
  "method": "wB97M-V/def2-TZVPD",
  "species": ["C", "C", "H", "H", "H", "O", "C", "O", "Yb"],
  "positions_angstrom": [[1.262, -0.291, 0.569], [0.166, -1.110, 0.006], [0.354, -1.635, -0.942], [2.040, 0.047, -0.123], [-0.322, -1.725, 0.782], [-0.515, 2.098, 0.362], [0.157, 1.038, 0.221], [-0.711, 0.011, -0.308], [-2.430, 1.567, -0.566]],
  "atomic_forces_ev_per_a": [[-0.86, 4.31, -2.60], [-0.86, -1.49, 0.32], [0.31, -0.14, 0.61], [1.10, -0.91, 0.90], [0.16, -0.05, -0.57], [4.08, -1.85, -0.03], [-3.65, -0.81, 1.72], [0.99, 0.87, 0.08], [-1.26, 0.08, -0.43]],
  "mulliken_spin": [0.879, 0.001, 0.024, 0.024, 0.016, 0.027, 0.003, 0.024, 0.002],
  "multiplicity": 2,
  "e_tot_ha": -1424.48672,
  "charge": 2,
  "homo_lumo_gap_ha": [0.3475, 0.3151]
}

=====

(7)
{
  "formula": "C3H3O3",
  "method": "wB97M-V/def2-TZVPD",
  "species": ["O", "C", "C", "H", "H", "H", "O", "C", "O"],
  "positions_angstrom": [[0.593, -1.270, -1.361], [1.002, -0.806, -0.319], [0.158, -0.512, 0.900], [2.077, -0.520, -0.208], [0.272, -1.421, 1.547], [-0.905, -0.499, 0.574], [0.564, 0.630, 1.539], [1.140, 0.560, 3.564], [1.480, 1.582, 4.004]],
  "atomic_forces_ev_per_a": [[0.16, -0.03, -0.08], [-0.19, 0.05, -0.03], [0.24, 0.59, 0.75], [-0.18, -0.03, 0.05], [-0.04, -0.11, 0.02], [0.18, -0.10, -0.04], [-0.02, 0.19, -0.53], [0.46, 0.64, 1.04], [-0.60, -1.20, -1.19]],
  "nbo_charge": [-0.602, 0.446, -0.152, 0.081, 0.124, 0.132, -0.869, 0.472, -0.631],
  "e_tot_ha": -341.81923,
  "charge": -1,
  "homo_lumo_gap_ha": 0.2758
}

=====

(8)
{
  "formula": "C3H3O3",
  "method": "wB97M-V/def2-TZVPD",
  "species": ["C", "C", "C", "O", "O", "O", "H", "H", "H"],
  "positions_angstrom": [[0.424, -2.218, 1.542], [-0.030, -0.996, 1.648], [0.456, 0.533, -0.531], [0.950, -3.228, 1.436], [0.251, 1.019, -1.632], [-0.095, -0.503, -0.186], [-0.409, -0.266, 2.243], [0.967, 1.183, 0.107], [-0.286, 0.547, -2.289]],
  "atomic_forces_ev_per_a": [[0.75, -0.19, 0.01], [0.95, -0.65, -4.50], [-0.67, -0.17, 2.14], [-0.41, -0.08, 0.01], [0.15, 2.10, -4.10], [-0.78, -3.08, 3.66], [-1.14, 1.78, 1.39], [1.34, 0.71, 1.28], [-0.18, -0.42, 0.11]],
  "nbo_charge": [0.668, -0.104, 0.723, -0.264, -0.550, -0.465, 0.264, 0.183, 0.545],
  "e_tot_ha": -341.41942,
  "charge": 1,
  "homo_lumo_gap_ha": 0.3082
}

=====

(9)
{
  "formula": "C3H3O3",
  "method": "wB97M-V/def2-TZVPD",
  "species": ["C", "C", "C", "O", "O", "O", "H", "H", "H"],
  "positions_angstrom": [[-1.102, 0.367, -1.866], [-0.778, 0.638, -0.625], [0.839, -0.104, 1.315], [-1.468, 0.282, -2.928], [1.598, -1.116, 1.384], [0.171, -0.160, 0.155], [-1.576, 1.269, -0.134], [0.762, 0.655, 1.976], [1.554, -1.830, 0.722]],
  "atomic_forces_ev_per_a": [[0.91, -0.48, 0.86], [-0.42, 1.02, 3.46], [-1.84, -3.75, -7.80], [-0.51, -0.24, -1.87], [0.93, 0.56, 2.60], [-0.10, 0.89, 0.74], [1.42, -0.74, -0.13], [-0.02, 2.29, 2.49], [-0.38, 0.45, -0.35]],
  "nbo_charge": [0.716, -0.261, 0.754, -0.300, -0.545, -0.427, 0.279, 0.221, 0.564],
  "e_tot_ha": -341.43764,
  "charge": 1,
  "homo_lumo_gap_ha": 0.3131
}

=====

(10)
{
  "formula": "C3H3O3Tl",
  "method": "wB97M-V/def2-TZVPD",
  "species": ["O", "C", "O", "Tl", "C", "C", "H", "H", "O", "H"],
  "positions_angstrom": [[-1.146, 1.993, -1.142], [-0.826, 1.410, -2.117], [-0.390, 0.356, -2.445], [0.144, -1.347, -1.523], [-0.427, -0.595, 0.423], [0.449, -0.507, 1.494], [-1.416, -0.998, 0.682], [0.384, -1.229, 2.318], [1.495, 0.243, 1.575], [1.732, 0.674, 0.736]],
  "atomic_forces_ev_per_a": [[0.32, 0.44, -4.42], [-1.30, 1.17, 7.26], [0.13, 1.10, -4.98], [0.62, -2.40, 0.50], [-1.87, -1.11, -0.38], [4.44, 1.02, 1.90], [-0.30, 0.21, -0.43], [-0.60, 0.31, 0.62], [-1.74, -1.79, -0.05], [0.30, 1.06, -0.02]],
  "mulliken_spin": [-0.014, 0.011, -0.010, -0.054, 0.810, 0.061, 0.046, 0.042, 0.101, 0.006],
  "multiplicity": 2,
  "e_tot_ha": -512.68426,
  "charge": 3,
  "homo_lumo_gap_ha": [0.2602, 0.2821]
}

=====

(11)
{
  "formula": "C3H3O4P",
  "method": "wB97M-V/def2-TZVPD",
  "species": ["C", "C", "C", "O", "O", "O", "O", "P", "H", "H", "H"],
  "positions_angstrom": [[3.085, 0.386, -0.132], [1.874, 0.508, -0.241], [-0.532, -0.507, 0.111], [-2.882, 0.661, 1.227], [-2.776, 0.299, -1.361], [-1.732, -1.413, 0.233], [4.216, -0.007, 0.046], [-2.240, 0.074, 0.006], [1.018, 1.102, -0.179], [-0.080, -0.753, -0.738], [0.048, -0.349, 1.026]],
  "atomic_forces_ev_per_a": [[0.34, -0.73, 0.51], [-0.63, 0.91, -0.58], [-3.30, 1.53, 3.29], [0.07, 0.18, -0.25], [-0.42, 0.34, -0.40], [-0.25, -1.72, 0.74], [2.10, -0.10, -0.02], [0.65, 0.35, 0.33], [-0.55, 0.57, -0.11], [2.27, -0.75, -3.09], [-0.27, -0.57, -0.40]],
  "nbo_charge": [0.406, -0.814, -0.479, -1.181, -1.181, -0.871, -0.785, 2.307, 0.203, 0.191, 0.203],
  "e_tot_ha": -758.40109,
  "charge": -2,
  "homo_lumo_gap_ha": 0.2360
}

=====

(12)
{
  "formula": "C3H3O4P",
  "method": "wB97M-V/def2-TZVPD",
  "species": ["C", "C", "C", "O", "O", "O", "O", "P", "H", "H", "H"],
  "positions_angstrom": [[0.818, -0.552, 0.887], [-1.417, -0.400, 0.373], [-0.160, -0.030, 0.058], [3.450, 0.886, 0.543], [2.618, -1.039, -0.886], [-2.562, 0.088, -0.212], [0.186, 0.916, -0.904], [2.403, 0.003, 0.098], [-1.500, -1.102, 1.062], [-3.295, -0.295, 0.286], [-0.541, 1.525, -1.304]],
  "atomic_forces_ev_per_a": [[1.40, 0.45, -0.57], [-1.63, 3.15, -3.54], [0.14, 1.65, -0.76], [0.00, 1.44, 0.96], [-0.42, -0.80, -0.95], [1.91, -0.70, 1.02], [-1.62, 1.25, -0.95], [-0.37, -1.61, 0.58], [-0.64, -3.05, 3.20], [-0.21, 0.10, -0.24], [1.44, -1.89, 1.25]],
  "nbo_charge": [-0.298, 0.305, 0.001, -1.000, -1.010, -0.627, -0.727, 2.150, 0.192, 0.501, 0.513],
  "e_tot_ha": -758.32027,
  "charge": 0,
  "homo_lumo_gap_ha": 0.3022
}

=====

What is the formula in the sixth record?
C3H3O2Yb

=====

What did the eighth record say?
{
  "formula": "C3H3O3",
  "method": "wB97M-V/def2-TZVPD",
  "species": ["C", "C", "C", "O", "O", "O", "H", "H", "H"],
  "positions_angstrom": [[0.424, -2.218, 1.542], [-0.030, -0.996, 1.648], [0.456, 0.533, -0.531], [0.950, -3.228, 1.436], [0.251, 1.019, -1.632], [-0.095, -0.503, -0.186], [-0.409, -0.266, 2.243], [0.967, 1.183, 0.107], [-0.286, 0.547, -2.289]],
  "atomic_forces_ev_per_a": [[0.75, -0.19, 0.01], [0.95, -0.65, -4.50], [-0.67, -0.17, 2.14], [-0.41, -0.08, 0.01], [0.15, 2.10, -4.10], [-0.78, -3.08, 3.66], [-1.14, 1.78, 1.39], [1.34, 0.71, 1.28], [-0.18, -0.42, 0.11]],
  "nbo_charge": [0.668, -0.104, 0.723, -0.264, -0.550, -0.465, 0.264, 0.183, 0.545],
  "e_tot_ha": -341.41942,
  "charge": 1,
  "homo_lumo_gap_ha": 0.3082
}

=====

Number 8 is which compound?
C3H3O3